Formula: C5H14NO4P2
Source: the Open Molecules 2025 dataset
Level of theory: ωB97M-V with the def2-TZVPD basis set

The geometry in ORCA input format:
```
! RIJCOSX wB97M-V def2-TZVPD def2/J DEFGRID3
* xyz -1 1
C 0.8581 -0.9687 1.4222
C -1.0145 -1.8755 0.2718
C 1.1120 -2.4117 -0.5504
C 0.2447 -0.1968 -0.7496
C -0.9633 1.5250 -0.1023
N 0.2887 -1.4139 0.1160
O 0.1244 3.8334 0.6941
O 1.0199 2.5333 -1.5330
O 1.6721 1.7582 0.8460
O -1.6640 1.1829 0.8537
P -1.6931 1.9513 -1.7274
P 0.6876 2.3203 -0.1010
H 1.7891 -0.3867 1.2757
H 0.3520 -0.1792 1.8397
H 0.8758 -1.9392 2.0246
H -1.1957 -3.0065 0.4380
H -1.3839 -1.4293 1.3089
H -1.6412 -1.4724 -0.5525
H 0.9862 -3.2377 0.0873
H 0.7375 -2.6245 -1.4660
H 2.1376 -2.0088 -0.6412
H 1.2326 0.1533 -0.8280
H -0.0003 -0.3934 -1.7901
H 0.6620 3.7553 1.5388
H -2.9976 1.3522 -1.4178
H -2.2266 3.1788 -1.2575
*
```

Its calculated total energy is -33668.636 eV. The calculation puts the relative energy (zero: lowest compared OMol25 entry of this formula, charge and spin) at 294.2 kJ/mol. The gap between HOMO and LUMO is 6.20 eV. The molecular weight is 214.12 g/mol.

Atom charges from the Löwdin analysis, given in e for atoms 1 to 6: atom 1 (C): -0.014, atom 2 (C): -0.084, atom 3 (C): -0.022, atom 4 (C): -0.168, atom 5 (C): -0.868, atom 6 (N): -0.457

Formula: C3H3O3Pr
Source: the Open Molecules 2025 dataset
Level of theory: ωB97M-V with the def2-TZVPD basis set

The geometry in ORCA input format:
```
! RIJCOSX wB97M-V def2-TZVPD def2/J DEFGRID3
* xyz 1 4
C -0.1841 0.1658 -1.3488
C 0.0942 0.8782 1.4370
O -0.0703 1.3573 -1.1104
O -0.0188 -0.7438 -0.2805
C 0.4554 -0.3385 0.9738
H 0.8472 1.4718 1.9541
H -0.9453 1.2060 1.4093
H 1.4492 -0.7644 1.1294
O -0.6990 -0.4566 -2.3147
Pr -0.9286 -2.7758 -1.8491
*
```

Its calculated total energy is -23361.837 eV. The calculation puts the relative energy (zero: lowest compared OMol25 entry of this formula, charge and spin) at 101.3 kJ/mol. As for the expectation value of S²: 3.752. The gap between HOMO and LUMO (spin up / spin down) is 6.79 / 6.77 eV. The molecular weight is 227.96 g/mol.

Atom charges from the Löwdin analysis, given in e for atoms 1 to 6: atom 1 (C): -0.704, atom 2 (C): 0.088, atom 3 (O): 0.128, atom 4 (O): -0.171, atom 5 (C): -0.168, atom 6 (H): 0.087

Formula: C22H33N7O
Source: the Open Molecules 2025 dataset
Level of theory: ωB97M-V with the def2-TZVPD basis set

The geometry in ORCA input format:
```
! RIJCOSX wB97M-V def2-TZVPD def2/J DEFGRID3
* xyz 0 1
C -7.2666 -2.6616 1.2295
C -7.0924 -1.5086 0.2472
N -6.0388 -0.5967 0.6598
C -4.7108 -1.1501 0.4813
C -3.6682 -0.2021 1.0820
N -3.7601 1.0908 0.4501
C -2.8610 1.7061 -0.3528
O -3.1418 2.7326 -0.9461
C -1.4813 1.0735 -0.4926
C -1.4952 0.0829 -1.6657
C -0.0911 -0.4570 -1.9275
C 0.8808 0.7017 -2.1634
N 0.8439 1.5987 -1.0347
C 1.8095 1.6219 -0.1004
N 1.5873 2.3241 1.0234
C 2.5331 2.4245 1.9379
N 3.7464 1.9069 1.9266
C 3.9756 1.1986 0.8189
C 3.0686 0.9976 -0.2342
N 3.6634 0.2059 -1.1888
C 4.8621 -0.0472 -0.7406
N 5.1129 0.5314 0.4733
C 6.3091 0.4460 1.2639
C 6.6415 -0.9944 1.6546
C 7.2422 -1.8146 0.5130
C 6.2725 -2.1184 -0.6290
C 5.8668 -0.8836 -1.4428
C -0.4511 2.1765 -0.7787
C -5.0929 1.6451 0.5793
C -6.1212 0.6865 -0.0162
H -7.3327 -2.2721 2.2415
H -6.4383 -3.3632 1.1786
H -8.1813 -3.2019 0.9998
H -8.0215 -0.9339 0.2199
H -6.9124 -1.9046 -0.7685
H -4.6515 -2.1095 0.9962
H -4.4831 -1.3120 -0.5903
H -2.6765 -0.6335 0.9697
H -3.8839 -0.0804 2.1500
H -1.1811 0.5669 0.4276
H -2.1811 -0.7420 -1.4582
H -1.8572 0.6054 -2.5546
H -0.0968 -1.1151 -2.7974
H 0.2495 -1.0348 -1.0651
H 1.8980 0.3337 -2.2979
H 0.5746 1.2602 -3.0551
H 2.2740 3.0072 2.8128
H 6.1220 1.0489 2.1560
H 7.1470 0.8851 0.7091
H 7.3604 -0.9630 2.4757
H 5.7353 -1.4801 2.0228
H 7.5940 -2.7642 0.9237
H 8.1136 -1.2887 0.1141
H 5.3746 -2.5973 -0.2326
H 6.7547 -2.8280 -1.3049
H 5.4213 -1.1929 -2.3887
H 6.7557 -0.2842 -1.6615
H -0.3652 2.8466 0.0763
H -0.7738 2.7475 -1.6542
H -5.1117 2.6025 0.0579
H -5.3094 1.7950 1.6417
H -7.1221 1.0974 0.1300
H -5.9384 0.5882 -1.1017
*
```

Its structure (SMILES) is CCN1CCN(C(=O)[C@H]2CCCN(c3ncnc4c3nc3n4CCCCC3)C2)CC1. Its calculated total energy is -35830.047 eV. The gap between HOMO and LUMO is 8.51 eV. The molecular weight is 411.55 g/mol.

Atom charges from the Löwdin analysis, given in e for atoms 1 to 6: atom 1 (C): -0.090, atom 2 (C): -0.265, atom 3 (N): -0.188, atom 4 (C): -0.172, atom 5 (C): -0.125, atom 6 (N): -0.044

Formula: C34H24N6O7STc
Source: the Open Molecules 2025 dataset
Level of theory: ωB97M-V with the def2-TZVPD basis set

The geometry in ORCA input format:
```
! RIJCOSX wB97M-V def2-TZVPD def2/J DEFGRID3
* xyz 0 4
Tc -0.0269 -0.1120 -0.3329
O 0.6433 0.7315 -1.9345
C -0.0009 1.2350 -2.9249
C 0.7001 2.0270 -3.8625
C 0.0664 2.6006 -4.9343
C -1.3058 2.4161 -5.1257
C -2.0162 1.6363 -4.2487
C -1.4029 1.0091 -3.1474
C -2.1907 0.1395 -2.3482
N -1.7777 -0.5327 -1.3137
N -2.6371 -1.3067 -0.6522
C -2.2017 -1.6484 0.5351
O -1.0640 -1.2375 0.9754
C -3.0344 -2.4636 1.4163
C -2.4358 -3.1119 2.4947
C -3.2174 -3.8101 3.3927
C -4.5933 -3.8479 3.2275
C -5.1847 -3.2269 2.1379
C -4.4100 -2.5465 1.2208
H 1.7548 2.1691 -3.6849
H 0.6270 3.2053 -5.6306
H -1.8003 2.8642 -5.9731
H -3.0759 1.4916 -4.4009
H -3.2352 0.0225 -2.6211
H -1.3609 -3.0744 2.6020
H -2.7570 -4.3159 4.2279
H -5.2092 -4.3550 3.9543
H -6.2556 -3.2623 2.0142
H -4.8458 -2.0697 0.3579
O 0.2321 -4.4077 -0.5225
C 1.1287 -4.5701 0.4605
C 1.2193 -5.8248 1.0676
C 2.1240 -6.0521 2.0809
C 2.9768 -5.0384 2.5057
C 2.8768 -3.7864 1.9446
C 1.9506 -3.5268 0.9281
C 1.7015 -2.1477 0.5159
O 0.9890 -1.8667 -0.5292
N 2.1058 -1.1895 1.3232
N 1.5883 -0.0007 1.0062
C 1.8922 1.0178 1.7480
C 1.4027 2.3367 1.4212
C 1.1470 3.2930 2.4104
C 0.5924 4.5030 2.0312
C 0.3447 4.7370 0.6867
C 0.6779 3.7442 -0.2283
N 1.1827 2.5828 0.1260
H 0.2775 -3.4839 -0.8417
H 0.5511 -6.5966 0.7213
H 2.1659 -7.0238 2.5479
H 3.6982 -5.2276 3.2845
H 3.4984 -2.9707 2.2752
H 2.4969 0.8615 2.6365
H 1.3387 3.0637 3.4479
H 0.3336 5.2472 2.7685
H -0.0968 5.6612 0.3546
H 0.5231 3.8850 -1.2896
O -4.8585 3.7841 1.4683
S -3.4584 3.8467 1.7622
O -2.9151 5.1337 2.0944
N -2.5708 3.1683 0.5492
C -1.9058 2.1361 0.9669
O -1.1630 1.4668 0.1986
C -2.0843 1.7991 2.4168
C -1.4779 0.7977 3.1584
C -1.8234 0.6653 4.4959
C -2.7378 1.5231 5.0894
C -3.3200 2.5502 4.3541
C -2.9837 2.6580 3.0260
H -0.7605 0.1295 2.7079
H -1.3678 -0.1187 5.0834
H -2.9887 1.4018 6.1326
H -4.0169 3.2423 4.7980
*
```

Its calculated total energy is -71954.774 eV. As for the expectation value of S²: 3.780. The gap between HOMO and LUMO (spin up / spin down) is 7.27 / 6.34 eV. The molecular weight is 758.67 g/mol.

Atom charges from the Löwdin analysis, given in e for atoms 1 to 6: atom 1 (Tc): 1.835, atom 2 (O): -0.197, atom 3 (C): -0.331, atom 4 (C): -0.010, atom 5 (C): -0.068, atom 6 (C): -0.087